1.
The molecule C5H6O, computed with the ωB97M-V functional and the def2-TZVPD basis.

Output
- energy relative to the best compared isomer or geometry (same formula, charge and spin) (kcal per mole) = 46.3
- HOMO level (eV) = -10.28
- Kohn-Sham gap (Eh) = 0.38991
- SMILES = C#CC(=O)CC
- electronic energy (hartree) = -269.27252

The geometry in ORCA input format:
```
! RIJCOSX wB97M-V def2-TZVPD def2/J DEFGRID3
* xyz 0 1
C 1.7566 0.2403 0.0197
C 0.3926 -0.4290 -0.0576
C -0.6460 0.3626 -0.8390
O -0.4234 0.9823 -1.8513
C -1.9345 0.2325 -0.1464
C -2.6509 -0.1261 0.7566
H 2.3686 -0.2754 0.7656
H 1.6636 1.2880 0.3237
H 2.2764 0.2115 -0.9399
H -0.0268 -0.6074 0.9353
H 0.4602 -1.4105 -0.5462
H -3.2363 -0.4688 1.5797
*
```

Atomic partial charges in e from the Mulliken method, atoms 1 to 6: -1.095, -0.305, 0.339, -0.524, -0.254, -0.049

***

2.
C28H48Cl2OP2Yb as an isolated structure, computed with the ωB97M-V functional and the def2-TZVPD basis.

Output
- expectation value of S² = 0.788
- HOMO level (spin up / spin down) (eV) = -2.56 / -2.84
- Kohn-Sham gap (spin up / spin down) (Eh) = 0.16756 / 0.17754
- electronic energy (hartree) = -3932.76879

The geometry in ORCA input format:
```
! RIJCOSX wB97M-V def2-TZVPD def2/J DEFGRID3
* xyz -1 2
P 1.5477 0.9827 0.1651
C 1.0934 2.5968 -0.7160
C 2.2182 3.5710 -1.1013
C 1.6132 4.8863 -1.6136
C 0.6592 4.6523 -2.7888
C -0.4368 3.6458 -2.4265
C 0.1611 2.3292 -1.9114
C 2.4617 -0.1173 -1.0798
C 3.5290 0.5329 -1.9692
C 4.2870 -0.5529 -2.7499
C 3.3331 -1.4190 -3.5789
C 2.2303 -2.0281 -2.7083
C 1.4711 -0.9515 -1.9188
C 2.9450 1.5387 1.2742
C 2.4088 2.5707 2.2862
C 3.5058 3.0271 3.2539
C 4.1521 1.8418 3.9773
C 4.6810 0.8102 2.9771
C 3.5884 0.3438 2.0045
H 0.4882 3.0817 0.0736
H 2.8388 3.1239 -1.8910
H 2.8797 3.7748 -0.2486
H 2.4153 5.5738 -1.9028
H 1.0581 5.3643 -0.7939
H 0.2133 5.5996 -3.1113
H 1.2323 4.2639 -3.6406
H -1.0752 4.0737 -1.6406
H -1.0742 3.4436 -3.2932
H -0.6415 1.6366 -1.6163
H 0.7418 1.8565 -2.7214
H 2.9781 -0.8171 -0.3972
H 4.8268 -1.1950 -2.0401
H 4.2330 1.1311 -1.3715
H 3.0451 1.2120 -2.6880
H 5.0385 -0.0884 -3.3974
H 3.8880 -2.2092 -4.0976
H 2.8710 -0.7956 -4.3548
H 1.5283 -2.5997 -3.3242
H 2.6856 -2.7307 -1.9963
H 0.7256 -1.4171 -1.2552
H 0.9401 -0.2920 -2.6245
H 3.7089 2.0138 0.6361
H 1.9798 3.4416 1.7710
H 1.5926 2.0982 2.8556
H 4.2790 3.5646 2.6879
H 3.0832 3.7336 3.9751
H 3.3995 1.3631 4.6173
H 4.9587 2.1876 4.6328
H 5.0950 -0.0562 3.5022
H 5.4989 1.2618 2.3989
H 4.0153 -0.3694 1.2863
H 2.8009 -0.1906 2.5600
Yb -1.9063 -1.0249 1.5855
Cl -0.0016 -2.7107 1.5349
Cl -2.9480 1.2476 1.1306
C -3.5085 -2.4335 0.3263
H -4.0726 -3.2674 0.8741
C -3.5996 -2.4340 -1.0346
C -4.2016 -3.5994 -1.5505
C -4.2311 -3.6911 -2.9188
C -3.6626 -2.6775 -3.7028
C -3.0468 -1.5259 -3.1546
C -2.9795 -1.3678 -1.7937
H -4.6133 -4.3296 -0.8080
H -4.7166 -4.5843 -3.3225
H -2.6220 -0.7459 -3.7790
H -2.5597 -0.4714 -1.2330
H -3.7038 -2.7899 -4.7720
C -5.7189 -4.4776 4.0040
P -4.7819 -3.0366 3.1845
C -6.0521 -2.9058 1.8563
C -4.6971 -2.0356 4.7399
O -3.5484 -2.1365 2.7922
H -6.2518 -3.9610 4.8188
H -5.0360 -5.2692 4.3587
H -6.4721 -4.8276 3.2717
H -7.0435 -3.1022 2.2881
H -5.9010 -1.9049 1.4356
H -5.8705 -3.6535 1.0670
H -3.6174 -1.9744 4.9626
H -5.0701 -1.0933 4.3481
H -5.2628 -2.5155 5.5249
*
```

Atomic partial charges in e from the Mulliken method, atoms 1 to 6: 0.405, -0.012, -0.172, -1.002, -0.646, -0.858

***

3.
A 7-piece molecular cluster, C36H65N6O7P overall, computed with the ωB97M-V functional and the def2-TZVPD basis.

Output
- HOMO level (eV) = -9.32
- Kohn-Sham gap (Eh) = 0.36346
- SMILES = C=CC(=O)OCCCCCCO[P@](=O)(O)OCCCO.CCCC#N.CCCC#N.CCCC#N.CCCC#N.CCCC#N.CCCC#N
- electronic energy (hartree) = -2607.30493

The geometry in ORCA input format:
```
! RIJCOSX wB97M-V def2-TZVPD def2/J DEFGRID3
* xyz 0 1
C 3.5327 -1.1809 1.3958
C 2.9808 -0.4374 0.4241
C 2.0751 0.7158 0.7439
O 0.9801 0.4852 1.2085
O 2.5814 1.9322 0.4903
C 1.6587 3.0296 0.6076
C 0.8736 3.2958 -0.6804
C -0.5209 2.6750 -0.6948
C -1.4790 3.3987 0.2574
C -2.7424 2.5357 0.4420
C -4.0082 3.3422 0.7453
O -4.4504 3.2558 2.1192
P -5.2928 1.9850 2.5326
O -6.7445 2.1830 2.4566
O -4.8221 1.7690 4.0352
O -4.7954 0.6677 1.7879
C -5.4102 0.3855 0.5150
C -5.6233 -1.1140 0.4252
C -6.2000 -1.4588 -0.9282
O -6.4342 -2.8560 -1.0010
H 3.9638 -0.6968 2.2652
H 3.5658 -2.2612 1.3566
H 3.1899 -0.6013 -0.6275
H 1.0078 2.9632 1.4732
H 2.2731 3.9098 0.7606
H 0.7989 4.3675 -0.8438
H 1.4548 2.8453 -1.4865
H -0.5217 1.6308 -0.3935
H -0.9561 2.7394 -1.6945
H -1.7174 4.3946 -0.1153
H -1.0027 3.4852 1.2287
H -2.5443 1.8398 1.2497
H -2.9074 2.0091 -0.4978
H -4.8362 3.1094 0.0767
H -3.7901 4.3928 0.5819
H -5.3868 1.0895 4.4168
H -4.7228 0.6762 -0.2786
H -6.3440 0.9212 0.3664
H -6.2778 -1.4088 1.2432
H -4.6686 -1.6109 0.5789
H -7.1240 -0.8937 -1.0787
H -5.4570 -1.1851 -1.6820
H -6.6788 -3.0285 -1.9115
C -6.3789 -3.6275 -7.2212
C -6.7765 -4.8489 -6.4018
C -7.1529 -4.4988 -4.9570
C -6.0238 -3.8785 -4.2565
N -5.1341 -3.3872 -3.7177
H -5.4902 -3.1441 -6.8123
H -6.1501 -3.9198 -8.2460
H -7.1853 -2.8911 -7.2507
H -5.9559 -5.5640 -6.4052
H -7.6272 -5.3396 -6.8763
H -7.4436 -5.3969 -4.4118
H -7.9954 -3.8053 -4.9366
C 2.4589 2.1984 4.5593
C 2.7814 3.6586 4.2612
C 1.6483 4.6143 4.6526
C 0.4348 4.2884 3.9043
N -0.5024 3.9811 3.3161
H 1.5938 1.8536 3.9894
H 3.3024 1.5604 4.2891
H 2.2500 2.0507 5.6209
H 2.9944 3.7686 3.1965
H 3.6863 3.9419 4.8014
H 1.9255 5.6448 4.4315
H 1.4342 4.5431 5.7200
C 4.6518 7.7487 -0.3906
C 5.1123 7.6340 1.0581
C 4.6835 6.3181 1.7168
C 3.2244 6.1928 1.7342
N 2.0789 6.0959 1.7454
H 3.5635 7.7415 -0.4648
H 5.0026 8.6825 -0.8293
H 5.0410 6.9257 -0.9930
H 4.7154 8.4741 1.6306
H 6.2003 7.7053 1.0983
H 5.0440 6.2698 2.7450
H 5.0971 5.4658 1.1749
C 6.3584 -0.0236 7.6690
C 5.8844 -0.2304 6.2349
C 6.5514 0.7282 5.2420
C 6.2525 2.1228 5.5798
N 6.0176 3.2138 5.8540
H 6.1063 0.9735 8.0325
H 5.8831 -0.7436 8.3347
H 7.4394 -0.1531 7.7482
H 4.8010 -0.1036 6.1911
H 6.0994 -1.2549 5.9274
H 6.1945 0.5355 4.2299
H 7.6339 0.5946 5.2478
C 5.2621 -5.8338 4.4488
C 4.4199 -5.4691 3.2317
C 5.2650 -5.1886 1.9839
C 6.1752 -4.0622 2.2092
N 6.8770 -3.1711 2.3922
H 5.9217 -5.0142 4.7371
H 4.6220 -6.0542 5.3027
H 5.8769 -6.7140 4.2519
H 3.8110 -4.5933 3.4637
H 3.7321 -6.2868 3.0105
H 4.6231 -4.9471 1.1363
H 5.8574 -6.0650 1.7178
C -2.7536 -5.0212 -10.4377
C -3.1234 -6.3223 -11.1410
C -4.6168 -6.6520 -11.0365
C -5.0207 -6.8065 -9.6367
N -5.3255 -6.9166 -8.5345
H -2.9528 -5.0761 -9.3666
H -1.6920 -4.8093 -10.5616
H -3.3156 -4.1796 -10.8472
H -2.5394 -7.1406 -10.7164
H -2.8550 -6.2516 -12.1962
H -4.8408 -7.5796 -11.5632
H -5.2157 -5.8577 -11.4843
*
```

Atomic partial charges in e from the Mulliken method, atoms 1 to 6: -0.443, -0.649, 0.906, -0.481, -0.451, 0.643